44
Properties=species:S:1:pos:R:3 method="wB97M-V/def2-TZVPD" e_homo_ha=0.0023 lumo_energy_ha=0.1384 charge=-2 gap_ev=3.71
Ag -1.0696 0.0039 -1.1436
S 2.6369 2.5499 1.4654
C 2.7803 1.1703 2.4616
C 3.7317 0.8746 3.4053
C 3.6816 -0.3427 4.0621
C 2.6856 -1.3071 3.7324
C 1.8100 -1.1363 2.6296
C 1.8878 0.1376 1.9860
N 1.1595 0.4182 0.8117
C 1.4382 1.6557 0.4718
C 1.0278 2.2810 -0.7770
C 1.8214 3.3265 -1.3000
C 1.4928 3.8632 -2.5480
C 0.3163 3.5125 -3.2116
C -0.5621 2.5674 -2.6154
C -0.0838 1.9041 -1.5304
H 4.6018 1.5327 3.4783
H 4.4149 -0.6145 4.7718
H 2.5357 -2.2147 4.2969
H 1.1204 -1.8666 2.2862
H 2.7530 3.5548 -0.8152
H 2.2192 4.5642 -2.9931
H 0.0361 3.9898 -4.1773
H -1.4804 2.3319 -3.1403
Se -3.1396 2.3106 -5.7002
Se -3.7783 0.1915 -5.4017
Te -1.6402 -0.7260 -4.1101
Se -2.1189 -3.0231 -4.0149
C -0.3904 -3.8833 -0.2309
O -0.7293 -3.0332 0.9100
P -1.6214 -1.7038 0.6080
O -1.3632 -1.1008 2.0764
C -1.5722 0.3004 2.3839
O -3.1692 -2.0232 0.4482
C -3.7844 -2.3454 -0.8444
H 0.6802 -4.1010 -0.1199
H -0.7054 -3.4674 -1.2529
H -0.9222 -4.8663 -0.1862
H -1.4309 0.3900 3.4743
H -2.5729 0.5965 2.0566
H -0.8184 0.9457 1.9161
H -4.3571 -3.2633 -0.8385
H -3.0782 -2.4670 -1.7413
H -4.4433 -1.4869 -1.0399


19
Properties=species:S:1:pos:R:3 method="wB97M-V/def2-TZVPD" e_homo_ha=-0.3291 smiles="C/C=C/C.C=CO" relative_energy_kcal_mol=41.2 lumo_energy_ha=0.0332 gap_ev=9.86
C -0.6213 2.3742 0.5736
C -0.7400 1.0068 1.1607
C -1.5100 0.0384 0.6723
C -1.5455 -1.3878 1.1353
H -1.3816 2.5703 -0.1854
H -0.7340 3.1732 1.3100
H 0.3587 2.5154 0.1106
H -0.1596 0.7954 2.0550
H -2.1280 0.2736 -0.1915
H -0.8322 -1.5544 1.9350
H -2.5459 -1.6518 1.4764
H -1.2760 -2.0455 0.3085
C 2.8413 -1.2017 -1.3344
C 1.5543 -0.8812 -1.3004
O 0.8369 -0.6732 -2.4440
H 3.3581 -1.3818 -0.4080
H 3.3816 -1.2142 -2.2691
H 1.0565 -0.6211 -0.3722
H 0.0867 -0.1345 -2.2324


9
Properties=species:S:1:pos:R:3 method="wB97M-V/def2-TZVPD" e_homo_ha=-0.3984 smiles="N#C[C@H](S)[N+](=O)[O-]" relative_energy_kcal_mol=104.6 lumo_energy_ha=-0.0362 gap_ev=9.85
C 0.6144 1.1952 -0.2959
C 0.3486 -0.1609 -0.3888
N 0.8950 2.3035 -0.2198
N -0.1291 -0.5251 0.9891
O 0.5570 -1.3404 1.5592
O -1.1673 0.0087 1.3305
S -0.9738 -0.7688 -1.6365
H 1.5739 -0.6700 -0.4683
H -1.7186 -0.0422 -0.8695


17
Properties=species:S:1:pos:R:3 method="wB97M-V/def2-TZVPD" e_homo_ha=-0.3414 smiles="CNC(=O)C1=CCC1" relative_energy_kcal_mol=100.5 lumo_energy_ha=0.0296 gap_ev=10.10
C 1.4407 -0.6991 2.6927
C 0.7471 -0.3818 0.3824
C -0.4653 0.1229 -0.5788
C -1.5681 0.8061 -0.6419
C -1.4619 0.9958 -2.2142
C -0.3721 -0.1559 -2.1215
H 1.8447 0.0656 3.4844
H 0.9540 -1.4869 3.5350
H 2.3241 -1.2427 2.3031
H 0.0239 0.8809 1.9671
H -2.1881 0.8696 0.3152
H -2.4928 0.8508 -2.9591
H -0.9827 1.9267 -2.6052
H -0.6026 -1.2213 -2.2974
H 0.5296 -0.2520 -2.9014
N 0.6705 0.0371 1.6493
O 1.5989 -1.1160 -0.0097